Record 1
Molecular formula: C19H18Br2FNaO8P2S
Method: DFT, ωB97M-V with the def2-TZVPD basis set

Cartesian coordinates (Å):
Na (-1.19700, -1.44597, -0.98461)
Br (-2.90601, -4.06971, 2.23226)
C (-1.97513, -2.39674, 1.95789)
Br (-1.02658, -1.87286, 3.56817)
H (-2.71300, -1.63536, 1.72775)
H (-1.22481, -2.57002, 1.18909)
O (-5.53055, -0.39235, -1.64133)
P (-4.10730, -0.31664, -0.85133)
O (-4.35987, 0.18909, 0.51289)
O (-3.37343, -1.62280, -1.05185)
O (-3.31747, 0.78192, -1.74702)
P (-2.36552, 0.49080, -3.05793)
O (-3.10256, -0.82455, -3.68991)
O (-2.52476, 1.61338, -4.00496)
O (-1.01505, 0.08818, -2.53655)
H (-5.34905, -0.53211, -2.57902)
H (-3.19479, -1.49794, -2.98682)
F (4.54088, -4.73829, -0.88790)
C (3.28919, -4.17559, -0.75373)
C (2.40706, -4.71276, 0.15724)
C (1.14272, -4.12685, 0.27222)
C (0.70295, -3.01949, -0.47553)
C (1.67658, -2.54125, -1.37850)
C (2.95204, -3.09228, -1.53430)
H (2.70675, -5.56608, 0.75733)
H (0.47112, -4.58042, 1.00264)
H (1.44882, -1.68215, -2.01084)
H (3.66889, -2.69529, -2.24632)
O (-0.87670, 0.20176, 0.54215)
S (-0.62241, 1.57218, 0.03653)
C (-0.40143, 2.57720, 1.52152)
C (-0.33813, 1.94862, 2.75444)
C (-0.20028, 2.72066, 3.89855)
C (-0.13233, 4.10510, 3.80545)
C (-0.21448, 4.72347, 2.56502)
C (-0.35883, 3.95798, 1.41711)
C (1.10289, 1.58858, -0.46250)
C (1.91300, 0.52524, -0.10439)
C (3.23145, 0.51447, -0.53560)
C (3.72014, 1.55838, -1.30981)
C (2.88644, 2.60500, -1.68374)
C (1.56194, 2.61441, -1.27274)
H (-0.42021, 0.86883, 2.79238)
H (-0.15581, 2.23763, 4.86696)
H (-0.03077, 4.70467, 4.70214)
H (-0.18118, 5.80374, 2.49109)
H (-0.44697, 4.43341, 0.44677)
H (1.49187, -0.30527, 0.45071)
H (3.86208, -0.33118, -0.29235)
H (4.74742, 1.53870, -1.65407)
H (3.25816, 3.39387, -2.32619)
H (0.88003, 3.38669, -1.60846)

Properties
Net charge: -2
2S+1: 1
Orbital gap: 5.97 eV
Lowest unoccupied orbital energy: 4.04 eV
Calculated total energy: -213016.5531 eV
ΔE to the lowest compared entry with this formula, charge and spin: 3.01 kJ/mol


Record 2
Molecular formula: C19H18BrFN2O2
Method: DFT, ωB97M-V with the def2-TZVPD basis set

Cartesian coordinates (Å):
O (-2.00661, -0.82385, 1.60039)
C (-1.87601, -0.86230, 0.39999)
N (-2.85745, -0.54660, -0.49619)
C (-4.16600, -0.12299, -0.24966)
C (-4.97430, 0.16161, -1.35036)
C (-6.27687, 0.58406, -1.17724)
C (-6.77654, 0.72322, 0.10679)
Br (-8.57337, 1.30633, 0.35169)
C (-5.98906, 0.44476, 1.21049)
C (-4.68528, 0.02204, 1.03469)
C (-0.55516, -1.22614, -0.27412)
C (0.23126, -2.21251, 0.59192)
C (1.61134, -2.46716, -0.00854)
N (2.32184, -1.21708, -0.17368)
C (3.48257, -1.00365, 0.48752)
O (4.02397, -1.86228, 1.15630)
C (4.08246, 0.36571, 0.34901)
C (5.23699, 0.53971, -0.40452)
C (5.84160, 1.78145, -0.48196)
C (5.28347, 2.83662, 0.21680)
F (5.86499, 4.05117, 0.14227)
C (4.14693, 2.68478, 0.99072)
C (3.54840, 1.43955, 1.05351)
C (1.64437, -0.26795, -1.01948)
C (0.26372, 0.06143, -0.44712)
H (-2.62236, -0.61280, -1.47722)
H (-4.58048, 0.05137, -2.35102)
H (-6.89857, 0.80315, -2.03136)
H (-6.39029, 0.55655, 2.20568)
H (-4.06746, -0.19671, 1.88886)
H (-0.74270, -1.67171, -1.25768)
H (-0.31308, -3.15400, 0.67373)
H (0.33292, -1.79501, 1.59440)
H (2.21000, -3.10072, 0.64766)
H (1.51354, -2.95592, -0.98582)
H (5.66121, -0.30237, -0.92960)
H (6.73470, 1.93705, -1.06596)
H (3.74877, 3.52850, 1.53172)
H (2.66736, 1.29862, 1.66161)
H (2.24365, 0.63824, -1.11479)
H (1.52656, -0.71224, -2.01739)
H (-0.25007, 0.76054, -1.11003)
H (0.37905, 0.53753, 0.52800)

Properties
SMILES string: O=C(Nc1ccc(Br)cc1)C1CCN(C(=O)c2ccc(F)cc2)CC1
Net charge: 0
2S+1: 1
Orbital gap: 8.98 eV
Lowest unoccupied orbital energy: 0.33 eV
Calculated total energy: -99831.7528 eV
ΔE to the lowest compared entry with this formula, charge and spin: 0.00 kJ/mol


Record 3
Molecular formula: C19H18ClN3OS
Method: DFT, ωB97M-V with the def2-TZVPD basis set

Cartesian coordinates (Å):
C (1.64848, 3.09717, 1.80458)
C (0.86400, 2.02946, 1.76672)
C (1.03978, 0.98585, 0.73110)
C (1.13813, 1.33504, -0.60133)
C (1.34211, 0.36821, -1.60692)
N (1.43286, 0.76150, -2.91008)
C (1.64671, -0.16928, -3.78896)
C (1.75352, 0.20723, -5.24799)
C (1.74857, 1.70132, -5.40584)
O (2.60044, 2.41331, -5.05626)
Cl (0.33164, 2.38690, -6.25362)
C (1.76378, -1.54013, -3.40686)
S (2.05816, -2.73331, -4.69437)
N (1.65078, -1.96160, -2.18354)
C (1.44205, -0.98343, -1.25374)
C (1.31051, -1.33537, 0.10620)
C (1.12036, -0.39423, 1.09358)
C (1.03763, -0.79419, 2.53901)
N (2.35266, -0.62117, 3.21073)
H (1.61289, 3.81304, 2.60789)
H (2.36362, 3.24853, 1.01144)
H (0.08414, 1.89822, 2.50220)
H (1.06320, 2.36720, -0.90380)
H (2.70166, -0.12293, -5.66276)
H (0.93676, -0.23043, -5.81078)
H (2.83037, -3.55996, -3.98129)
H (1.37659, -2.37998, 0.37184)
H (0.30698, -0.17569, 3.04962)
H (0.76674, -1.84003, 2.62042)
H (2.80281, -1.51918, 3.32168)
H (2.96599, -0.08048, 2.61560)
C (-2.91905, -1.17840, 2.99921)
C (-2.72355, -0.20481, 2.02985)
C (-3.81125, 0.46222, 1.48411)
C (-5.09643, 0.15232, 1.90616)
C (-5.29302, -0.82615, 2.87092)
C (-4.20467, -1.49085, 3.41842)
H (-2.06914, -1.69427, 3.42837)
H (-1.72060, 0.03531, 1.69747)
H (-3.65701, 1.22301, 0.72973)
H (-5.94533, 0.67317, 1.48261)
H (-6.29571, -1.07068, 3.19680)
H (-4.35817, -2.25248, 4.17190)

Properties
SMILES string: C=Cc1cc2nc(CC(=O)Cl)c(S)nc2cc1CN.c1ccccc1
Net charge: 0
2S+1: 1
Orbital gap: 8.32 eV
Lowest unoccupied orbital energy: -0.57 eV
Calculated total energy: -49870.2109 eV


Record 4
Molecular formula: C19H18F5IrO6S2Te4
Method: DFT, ωB97M-V with the def2-TZVPD basis set

Cartesian coordinates (Å):
Ir (1.47827, 0.69701, -1.16361)
C (-5.60603, -0.60159, -1.45611)
O (-5.27393, 0.07371, -0.26861)
C (-3.99613, 0.53371, -0.12021)
C (-3.74953, 1.27481, 1.04799)
C (-2.52033, 1.83991, 1.26159)
C (-1.45933, 1.69391, 0.34839)
C (-0.18973, 2.34971, 0.53999)
C (0.18047, 2.92741, 1.88759)
O (0.65837, 2.48491, -0.38231)
C (-1.69143, 0.87181, -0.80421)
O (-0.77103, 0.58531, -1.66491)
C (-2.97583, 0.32961, -1.01871)
H (-6.67633, -0.79209, -1.39901)
H (-5.07553, -1.55599, -1.53241)
H (-5.39963, -0.00029, -2.34751)
H (-4.56503, 1.42701, 1.73629)
H (-2.37783, 2.44531, 2.14369)
H (-0.49363, 3.73321, 2.17579)
H (1.19047, 3.32621, 1.82919)
H (0.16247, 2.14931, 2.65019)
H (-3.11883, -0.20529, -1.94781)
Te (1.93157, 1.58201, -3.52981)
Te (2.23917, 4.12471, -4.44451)
Te (-0.76423, 3.63261, -5.78631)
Te (-0.59583, 1.39491, -4.29781)
C (-1.11063, -1.62249, 1.58229)
S (0.18297, -1.36549, 0.29079)
C (1.09237, -2.89929, 0.68979)
O (1.03797, -0.30299, 0.88059)
H (-0.66593, -1.76739, 2.56109)
H (-1.71283, -2.47699, 1.29139)
H (-1.72383, -0.72649, 1.58229)
H (0.46637, -3.75789, 0.47529)
H (1.37617, -2.86269, 1.73479)
H (1.97827, -2.91249, 0.06699)
F (3.98657, -0.66409, 4.78669)
C (3.97757, -0.33769, 3.47639)
C (4.22047, -1.30509, 2.50039)
F (4.45607, -2.58279, 2.87009)
C (4.21377, -0.96809, 1.16289)
F (4.45787, -1.92749, 0.24909)
C (3.95577, 0.34691, 0.73619)
S (3.83547, 0.77821, -0.91521)
C (3.73517, 1.30641, 1.74359)
F (3.51507, 2.58261, 1.38669)
C (3.73897, 0.97931, 3.08099)
F (3.51547, 1.92191, 4.01699)
C (-0.31843, -2.74109, -2.80731)
C (0.70407, -1.61579, -2.85371)
O (0.81807, -0.92879, -3.87951)
O (1.41537, -1.45099, -1.82031)
H (-0.70643, -2.93489, -3.80461)
H (-1.13513, -2.45369, -2.14531)
H (0.15277, -3.63269, -2.39631)

Properties
Net charge: -1
2S+1: 2
Orbital gap (alpha / beta): 5.02 / 4.83 eV
Lowest unoccupied orbital energy (alpha / beta): 1.50 / 1.47 eV
Calculated total energy: -99550.1834 eV


Record 5
Molecular formula: C19H18N2O3
Method: DFT, ωB97M-V with the def2-TZVPD basis set

Cartesian coordinates (Å):
C (-0.50274, -3.65519, 1.02825)
O (-0.76412, -2.57852, 0.15667)
C (0.03551, -2.39114, -0.92635)
C (0.98277, -3.30931, -1.36459)
C (1.75013, -3.05091, -2.48704)
C (1.58184, -1.87493, -3.19276)
C (0.64309, -0.95330, -2.76434)
C (-0.13169, -1.18789, -1.63714)
N (-1.05736, -0.20147, -1.21384)
C (-0.53500, 1.09717, -0.83266)
C (-0.14792, 1.22070, 0.62041)
C (-0.36342, 0.22013, 1.49949)
C (0.02257, 0.29102, 2.89298)
O (-0.10744, -0.60225, 3.71063)
N (0.59582, 1.49238, 3.26057)
C (0.80923, 2.55495, 2.42884)
C (1.38069, 3.73110, 2.92224)
C (1.59485, 4.80080, 2.08458)
C (1.24226, 4.71601, 0.74050)
C (0.68061, 3.56270, 0.24223)
C (0.45183, 2.45513, 1.06834)
C (-2.41365, -0.35322, -1.25400)
C (-2.91516, -1.67005, -1.79065)
O (-3.15477, 0.54421, -0.90860)
H (-1.16811, -3.50962, 1.87770)
H (-0.71945, -4.61741, 0.55355)
H (0.53214, -3.64023, 1.38023)
H (1.12829, -4.23395, -0.82936)
H (2.47968, -3.77857, -2.80830)
H (2.17273, -1.67491, -4.07291)
H (0.49702, -0.03649, -3.31668)
H (0.33680, 1.32355, -1.45338)
H (-1.32755, 1.82703, -1.03856)
H (-0.83814, -0.69733, 1.19486)
H (0.86497, 1.57907, 4.23357)
H (1.64733, 3.78816, 3.96780)
H (2.03426, 5.70802, 2.47068)
H (1.40805, 5.55999, 0.08864)
H (0.40595, 3.51753, -0.79934)
H (-2.81347, -2.43345, -1.02317)
H (-3.96718, -1.56306, -2.04045)
H (-2.35121, -1.97644, -2.66863)

Properties
SMILES string: COc1ccccc1N(Cc1cc(=O)[nH]c2ccccc12)C(C)=O
Net charge: 0
2S+1: 1
Orbital gap: 8.76 eV
Lowest unoccupied orbital energy: 0.41 eV
Calculated total energy: -29118.9119 eV
ΔE to the lowest compared entry with this formula, charge and spin: 102.87 kJ/mol